Model a:
{"formula": "C6H11NO2", "method": "ωB97M-V with the def2-TZVPD basis set", "gap_ev": 9.5, "homo_ha": -0.3230, "species": ["C", "C", "C", "C", "C", "O", "N", "C", "H", "H", "H", "H", "H", "H", "H", "H", "H", "H", "O", "H"], "coordinates": [[-1.521, 0.622, 1.559], [-1.079, 1.208, 0.241], [0.265, 0.993, -0.382], [-0.976, 0.413, -1.049], [-0.529, -1.008, -0.835], [-1.092, -2.041, -0.561], [0.894, -0.293, -0.123], [1.769, -0.473, 1.019], [-1.075, -0.361, 1.752], [-1.233, 1.290, 2.383], [-2.613, 0.504, 1.578], [-1.465, 2.215, 0.057], [0.865, 1.805, -0.796], [-1.376, 0.762, -2.000], [1.886, -1.550, 1.196], [2.753, -0.015, 0.831], [1.359, -0.021, 1.934], [1.566, -1.087, -1.499], [0.880, -1.791, -2.292], [0.722, -1.169, -3.011]]}

***

Model b:
{"formula": "C6H11NO2", "method": "ωB97M-V with the def2-TZVPD basis set", "gap_ev": 7.9, "homo_ha": -0.3022, "species": ["C", "C", "C", "C", "C", "C", "N", "O", "O", "H", "H", "H", "H", "H", "H", "H", "H", "H", "H", "H"], "coordinates": [[-1.257, 0.119, -0.329], [0.716, -0.128, 0.215], [-1.731, -0.300, 0.873], [1.237, -1.192, -0.668], [1.244, -0.035, 1.599], [0.096, 1.074, -0.485], [-1.692, -0.229, -1.547], [0.012, 2.168, 0.437], [0.433, 1.348, -1.689], [0.062, 2.940, -0.141], [-2.449, -0.873, -1.694], [-1.179, 0.191, -2.320], [-2.574, -0.977, 0.950], [-1.373, 0.144, 1.786], [2.132, -0.770, -1.145], [2.282, 0.312, 1.486], [1.485, -2.107, -0.131], [0.561, -1.401, -1.498], [0.736, 0.717, 2.194], [1.260, -1.000, 2.106]]}

***

The winner here is model b, beating the second structure by 26.1 kcal/mol.

***

Model a:
{"formula": "C6H11NO2", "method": "ωB97M-V with the def2-TZVPD basis set", "gap_ev": 9.0, "homo_ha": -0.3093, "species": ["C", "C", "C", "C", "C", "C", "N", "O", "O", "H", "H", "H", "H", "H", "H", "H", "H", "H", "H", "H"], "coordinates": [[0.187, -1.509, 0.028], [0.474, 2.559, -0.011], [-0.014, -1.929, 1.473], [-0.551, 0.198, -0.536], [1.511, 0.278, 0.425], [0.553, 1.058, -0.051], [-0.740, 0.158, -1.911], [-1.705, 0.328, 0.184], [2.555, -0.065, 0.864], [-2.412, -0.199, -0.212], [-1.665, 0.180, -2.320], [0.106, 0.095, -2.455], [-0.579, -1.987, -0.590], [1.114, -1.873, -0.418], [0.354, 2.984, -1.012], [-0.373, 2.888, 0.594], [1.393, 2.961, 0.412], [-0.928, -1.493, 1.880], [0.819, -1.614, 2.099], [-0.100, -3.015, 1.559]]}

***

Model b:
{"formula": "C6H11NO2", "method": "ωB97M-V with the def2-TZVPD basis set", "gap_ev": [7.7, 7.8], "homo_ha": [-0.2854, -0.2703], "species": ["C", "C", "C", "C", "C", "C", "O", "N", "O", "H", "H", "H", "H", "H", "H", "H", "H", "H", "H", "H"], "coordinates": [[-0.680, -0.351, -0.037], [0.015, 0.770, -0.694], [-1.521, 0.006, 1.178], [-1.337, -1.379, -0.932], [1.506, 0.513, 0.434], [2.788, 0.576, -0.010], [-0.386, 2.072, -0.625], [0.752, -0.840, 0.452], [1.278, -1.779, -0.177], [-0.956, 2.208, 0.142], [0.454, 0.552, -1.660], [1.206, 1.147, 1.265], [-1.747, -0.899, 1.743], [-1.010, 0.691, 1.857], [-1.611, -2.265, -0.355], [-2.241, -0.959, -1.378], [-0.661, -1.692, -1.725], [-2.470, 0.455, 0.872], [3.445, 1.373, 0.304], [3.177, -0.200, -0.655]]}

***

The winner here is model a, beating the second structure by 52.3 kcal/mol.

***

Model a:
{"formula": "C3H11N4", "method": "ωB97M-V with the def2-TZVPD basis set", "gap_ev": [7.9, 7.9], "homo_ha": [-0.4751, -0.4751], "total_charge": 1, "species": ["C", "C", "C", "N", "N", "N", "N", "H", "H", "H", "H", "H", "H", "H", "H", "H", "H", "H"], "coordinates": [[-0.894, 0.631, -0.026], [-2.360, 0.485, -0.519], [-0.227, -1.782, 0.242], [-0.498, 1.822, 0.329], [2.883, -0.008, -0.291], [-0.037, -0.369, -0.075], [2.043, 0.441, 0.544], [-2.622, -0.614, -0.203], [-2.280, 0.659, -1.604], [-3.031, 1.261, -0.035], [-1.064, -2.213, -0.097], [0.722, -2.238, -0.103], [-0.274, -1.945, 1.285], [-1.013, 2.597, 0.003], [3.106, 0.445, -1.150], [3.323, -0.933, -0.200], [1.762, -0.294, 1.279], [0.461, 2.055, 0.622]]}

***

Model b:
{"formula": "C3H11N4", "method": "ωB97M-V with the def2-TZVPD basis set", "gap_ev": 10.4, "homo_ha": -0.4949, "total_charge": 1, "species": ["C", "C", "C", "N", "N", "N", "N", "H", "H", "H", "H", "H", "H", "H", "H", "H", "H", "H"], "coordinates": [[1.297, 0.293, -0.805], [0.489, 1.440, -0.209], [0.546, -0.425, 1.352], [0.981, -0.867, 0.051], [-0.541, 0.868, 0.705], [-1.575, -0.863, -0.653], [-1.684, 0.387, 0.277], [0.973, 0.087, -1.772], [2.343, 0.434, -0.809], [1.067, 2.154, 0.395], [-0.078, 2.016, -0.920], [-0.338, -0.987, 1.719], [1.232, 0.006, 2.146], [1.818, -1.413, 0.043], [-1.499, -0.543, -1.667], [-2.269, -1.614, -0.518], [-0.360, -1.197, -0.311], [-2.403, 0.226, 0.977]]}

***

The winner here is model a, beating the second structure by 22.0 kcal/mol.

***

Model a:
{"formula": "C6H16N2O", "method": "ωB97M-V with the def2-TZVPD basis set", "smiles": "CN(N)C(C)(C)CCO", "gap_ev": 9.7, "homo_ha": -0.3271, "species": ["C", "C", "C", "C", "C", "C", "N", "N", "O", "H", "H", "H", "H", "H", "H", "H", "H", "H", "H", "H", "H", "H", "H", "H", "H"], "coordinates": [[0.177, 0.629, 0.067], [-1.143, 0.824, 0.813], [-2.247, -0.303, 0.516], [1.289, -1.302, -1.143], [1.328, 1.219, 0.894], [0.126, 1.354, -1.281], [0.336, -0.873, -0.139], [0.530, -1.551, 1.088], [-2.389, -0.708, -0.817], [-1.561, -1.157, -1.042], [1.518, -1.680, 1.320], [0.108, -2.475, 1.056], [-0.988, 0.785, 1.890], [-1.562, 1.797, 0.554], [-3.210, 0.126, 0.803], [-2.032, -1.156, 1.169], [2.324, -1.016, -0.904], [1.234, -2.391, -1.227], [1.008, -0.909, -2.116], [-0.081, 2.408, -1.111], [1.161, 2.282, 1.051], [2.279, 1.080, 0.384], [1.376, 0.762, 1.880], [-0.664, 0.951, -1.908], [1.083, 1.302, -1.797]]}

***

Model b:
{"formula": "C6H16N2O", "method": "ωB97M-V with the def2-TZVPD basis set", "gap_ev": 8.5, "homo_ha": -0.2860, "species": ["C", "C", "C", "C", "C", "C", "N", "N", "O", "H", "H", "H", "H", "H", "H", "H", "H", "H", "H", "H", "H", "H", "H", "H", "H"], "coordinates": [[-1.159, -1.299, 0.880], [0.522, 1.020, -0.511], [-0.333, -2.536, 0.969], [0.346, 2.412, -1.111], [1.687, 1.004, 0.476], [0.737, -0.012, -1.612], [-1.136, -0.394, 1.824], [-2.007, -1.094, -0.175], [-1.688, 0.774, 1.673], [-0.437, 0.851, 0.064], [-0.435, -0.475, 2.565], [-2.601, -0.285, -0.021], [-2.372, -1.890, -0.669], [0.613, -2.333, 1.467], [-0.132, -2.915, -0.030], [-0.856, -3.315, 1.525], [1.244, 2.727, -1.642], [-0.482, 2.420, -1.817], [0.134, 3.136, -0.328], [2.608, 1.327, -0.008], [1.840, 0.003, 0.876], [1.484, 1.674, 1.308], [1.597, 0.260, -2.226], [0.948, -0.997, -1.201], [-0.124, -0.064, -2.276]]}

***

The winner here is model a, beating the second structure by 10.5 kcal/mol.

***

Model a:
{"formula": "C6H16N2O", "method": "ωB97M-V with the def2-TZVPD basis set", "gap_ev": 8.2, "homo_ha": -0.2763, "species": ["C", "C", "C", "C", "C", "C", "N", "N", "O", "H", "H", "H", "H", "H", "H", "H", "H", "H", "H", "H", "H", "H", "H", "H", "H"], "coordinates": [[0.309, 0.144, -0.664], [-0.177, -0.401, 0.593], [0.829, -2.017, 0.469], [-0.135, -0.436, -1.981], [0.331, 0.232, 1.876], [-1.640, -0.778, 0.647], [-0.669, 1.727, -0.506], [0.014, 2.881, -0.940], [1.638, 0.495, -0.745], [1.921, 0.889, 0.089], [-1.081, 1.995, 0.386], [0.891, 3.028, -0.430], [0.223, 2.784, -1.929], [-0.413, -1.482, -1.909], [1.717, -2.066, 1.096], [0.170, -2.788, 0.862], [1.192, -2.419, -0.474], [0.647, -0.345, -2.732], [-1.004, 0.096, -2.361], [-2.270, -0.190, -0.014], [1.414, 0.365, 1.882], [-0.133, 1.201, 2.062], [0.082, -0.417, 2.715], [-1.803, -1.816, 0.358], [-2.053, -0.680, 1.651]]}

***

Model b:
{"formula": "C6H16N2O", "method": "ωB97M-V with the def2-TZVPD basis set", "smiles": "CN1CCC[C@H]1CN.O", "gap_ev": 9.8, "homo_ha": -0.3281, "species": ["C", "N", "C", "C", "C", "C", "C", "N", "H", "H", "H", "H", "H", "H", "H", "H", "H", "H", "H", "H", "H", "H", "H", "H", "O"], "coordinates": [[0.698, 1.918, 0.288], [0.393, 0.550, -0.220], [-0.190, 0.635, -1.603], [-1.683, 0.428, -1.604], [-1.978, -0.152, -0.146], [-0.631, -0.135, 0.621], [-0.256, -1.611, 0.730], [0.885, -1.839, 1.682], [0.078, 2.194, 1.145], [0.609, 2.672, -0.484], [1.767, 1.990, 0.512], [0.461, 0.135, -2.313], [-0.061, 1.680, -1.937], [-2.053, -0.193, -2.420], [-2.292, 1.336, -1.576], [-2.681, 0.568, 0.248], [-2.345, -1.154, -0.355], [-0.763, 0.306, 1.612], [0.092, -1.932, -0.249], [-1.069, -2.209, 1.133], [1.363, -0.978, 1.897], [0.558, -2.399, 2.446], [2.522, -0.106, -0.114], [3.188, -1.161, 0.719], [3.387, -0.543, -0.012]]}

***

The winner here is model b, beating the second structure by 48.8 kcal/mol.